[1]
{
  "formula": "C27H33N3O4",
  "method": "the ωB97M-V functional and the def2-TZVPD basis",
  "lumo_ev": 0.2,
  "smiles": "CC(NCCN1CCN(C(C)=C2C(=O)c3ccccc3C2=O)CC1)=C1C(=O)CC(C)(C)CC1=O",
  "energy_ha": -1513.9182,
  "orbital_gap_ev": 8.4,
  "species": ["C", "C", "N", "C", "C", "N", "C", "C", "N", "C", "C", "C", "C", "O", "C", "C", "C", "C", "C", "C", "C", "O", "C", "C", "C", "C", "O", "C", "C", "C", "C", "C", "C", "O", "H", "H", "H", "H", "H", "H", "H", "H", "H", "H", "H", "H", "H", "H", "H", "H", "H", "H", "H", "H", "H", "H", "H", "H", "H", "H", "H", "H", "H", "H", "H", "H", "H"],
  "xyz": [[1.7029, -1.5977, 2.8477], [1.9698, -1.0359, 1.4902], [2.4701, -1.8622, 0.5759], [2.5076, -3.3000, 0.6293], [2.1746, -3.9395, -0.7384], [0.9850, -3.4732, -1.4254], [1.2206, -2.4564, -2.4387], [-0.0720, -2.2186, -3.2265], [-1.1078, -1.7924, -2.3083], [-1.3503, -0.5046, -2.0437], [-0.5859, 0.5084, -2.8449], [-2.2888, -0.0347, -1.1194], [-3.5144, -0.6858, -0.6691], [-3.9889, -1.7532, -1.0306], [-4.1748, 0.2546, 0.2725], [-5.3524, 0.1165, 0.9775], [-5.7404, 1.1617, 1.8090], [-4.9691, 2.3077, 1.9228], [-3.7851, 2.4477, 1.2070], [-3.4025, 1.4105, 0.3815], [-2.2219, 1.2911, -0.5090], [-1.3611, 2.1534, -0.6261], [-1.3882, -2.8899, -1.4067], [-0.1375, -3.1509, -0.5646], [1.7344, 0.3142, 1.1701], [2.1055, 0.8260, -0.1293], [2.5881, 0.1166, -1.0278], [1.8761, 2.2778, -0.4348], [1.9488, 3.1835, 0.7899], [3.3443, 3.1532, 1.4161], [1.5991, 4.6168, 0.3875], [0.9008, 2.6505, 1.7589], [1.0634, 1.1943, 2.1286], [0.5832, 0.8023, 3.1815], [0.6612, -1.9082, 2.9297], [2.3522, -2.4461, 3.0497], [1.8544, -0.8354, 3.6057], [2.7408, -1.3960, -0.3013], [3.5055, -3.6497, 0.9256], [1.7880, -3.6566, 1.3686], [2.0576, -5.0155, -0.5569], [3.0207, -3.8058, -1.4147], [1.5557, -1.4982, -2.0212], [1.9913, -2.8262, -3.1192], [-0.3963, -3.1585, -3.6813], [0.0992, -1.4926, -4.0169], [-0.8666, 1.5116, -2.5469], [-0.8172, 0.3936, -3.9035], [0.4881, 0.3983, -2.7059], [-5.9460, -0.7802, 0.8840], [-6.6563, 1.0791, 2.3760], [-5.2942, 3.1050, 2.5751], [-3.1826, 3.3398, 1.2868], [-1.6241, -3.7722, -2.0062], [-2.2368, -2.6789, -0.7660], [0.0389, -2.2531, 0.0503], [-0.3192, -4.0026, 0.0947], [0.8670, 2.3514, -0.8539], [2.5833, 2.5781, -1.2115], [3.3783, 3.7949, 2.2940], [4.0872, 3.5069, 0.7038], [3.6141, 2.1441, 1.7200], [1.6034, 5.2686, 1.2585], [2.3219, 4.9995, -0.3302], [0.6113, 4.6514, -0.0654], [-0.0852, 2.7350, 1.2892], [0.8715, 3.2265, 2.6863]],
  "forces_ev_per_angstrom": [[0.1, -0.1, 0.2], [0.1, -0.1, -0.1], [0.2, 0.4, -0.2], [0.0, -0.4, 0.0], [0.0, 0.0, 0.3], [0.0, 0.1, 0.0], [-0.2, 0.0, -0.2], [0.7, 0.0, -0.3], [-0.3, 0.4, 0.0], [-0.1, 0.0, -0.1], [0.0, 0.2, 0.0], [0.2, -0.3, -0.1], [0.0, -0.4, -0.4], [-0.1, 0.2, 0.1], [0.0, 0.5, 0.3], [0.1, -0.1, -0.1], [-0.1, -0.1, 0.0], [0.1, 0.1, 0.0], [0.1, 0.0, -0.1], [-0.6, -0.2, 0.2], [0.4, 0.0, -0.1], [-0.2, 0.1, 0.1], [-0.1, -0.3, 0.8], [-0.2, -0.1, -0.2], [0.1, -0.1, -0.1], [-0.1, 0.1, 0.0], [0.2, 0.1, -0.1], [0.1, 0.2, -0.1], [-0.1, 0.1, 0.0], [-0.2, 0.0, -0.1], [0.0, -0.3, 0.1], [0.0, 0.1, 0.1], [-0.1, 0.2, 0.0], [-0.1, 0.1, 0.1], [-0.1, 0.0, 0.1], [0.0, -0.1, -0.1], [0.0, -0.1, -0.1], [-0.2, 0.0, 0.2], [-0.2, -0.1, 0.1], [0.1, 0.0, 0.0], [0.2, 0.1, 0.0], [0.0, -0.1, 0.0], [0.0, -0.1, -0.1], [0.0, 0.1, 0.0], [0.0, 0.1, 0.0], [-0.1, 0.0, 0.1], [0.0, -0.1, 0.0], [0.0, -0.1, -0.1], [0.1, 0.0, 0.0], [-0.1, -0.1, 0.0], [-0.1, 0.0, 0.0], [0.0, 0.1, 0.1], [0.1, 0.1, 0.0], [0.0, 0.1, 0.0], [0.1, 0.0, -0.2], [0.0, -0.1, 0.0], [-0.1, 0.0, 0.1], [0.0, 0.0, 0.0], [0.0, -0.1, 0.0], [0.0, 0.1, 0.1], [0.1, 0.0, -0.1], [0.1, -0.1, 0.1], [0.0, 0.1, 0.1], [0.1, 0.1, -0.1], [-0.1, 0.0, -0.1], [0.0, 0.0, 0.0], [0.0, -0.1, 0.0]],
  "lowdin_charge": [0.00, -0.20, 0.07, -0.16, -0.16, -0.16, -0.15, -0.12, -0.03, -0.15, 0.02, -0.03, -0.31, 0.07, -0.09, 0.00, -0.07, -0.07, 0.01, -0.09, -0.30, 0.04, -0.10, -0.14, -0.04, -0.32, -0.01, -0.07, -0.55, -0.02, -0.04, -0.07, -0.35, 0.04, 0.11, 0.08, 0.09, 0.10, 0.13, 0.11, 0.12, 0.12, 0.09, 0.13, 0.13, 0.12, 0.08, 0.10, 0.08, 0.12, 0.10, 0.10, 0.12, 0.14, 0.10, 0.13, 0.13, 0.11, 0.14, 0.09, 0.09, 0.08, 0.09, 0.08, 0.09, 0.12, 0.14]
}

=====

[2]
{
  "formula": "C27H33N3O4",
  "method": "the ωB97M-V functional and the def2-TZVPD basis",
  "lumo_ev": -1.7,
  "smiles": "O=C(/N=N\\C(=O)OCc1ccccc1)OCc1ccccc1.C1=C(N2CCCCC2)CCCC1",
  "energy_ha": -1513.6792,
  "orbital_gap_ev": 5.5,
  "species": ["O", "C", "N", "N", "C", "O", "O", "C", "C", "C", "C", "C", "C", "C", "O", "C", "C", "C", "C", "C", "C", "C", "H", "H", "H", "H", "H", "H", "H", "H", "H", "H", "H", "H", "H", "H", "C", "C", "N", "C", "C", "C", "C", "C", "C", "C", "C", "C", "H", "H", "H", "H", "H", "H", "H", "H", "H", "H", "H", "H", "H", "H", "H", "H", "H", "H", "H"],
  "xyz": [[-0.1697, 1.3854, 2.2276], [0.2792, 0.6678, 1.3447], [-0.4313, -0.2886, 0.6345], [-1.6833, -0.4055, 0.9520], [-1.8629, -0.8612, 2.2940], [-0.9754, -1.3418, 2.9829], [-3.1567, -0.6730, 2.6272], [-3.5499, -1.2781, 3.8959], [-4.8903, -0.7263, 4.2876], [-6.0226, -1.0076, 3.5203], [-7.2718, -0.5011, 3.8828], [-7.4125, 0.2815, 5.0417], [-6.2793, 0.5650, 5.8108], [-5.0326, 0.0482, 5.4533], [1.5568, 0.7086, 0.9177], [2.3761, 1.7194, 1.5825], [3.7439, 1.5493, 0.9964], [4.9089, 1.6315, 1.7775], [6.1302, 1.2490, 1.2169], [6.1987, 0.7838, -0.0935], [5.0424, 0.7687, -0.8844], [3.8258, 1.1890, -0.3465], [-2.7820, -1.0637, 4.6509], [-3.6220, -2.3610, 3.7032], [-5.9128, -1.6471, 2.6371], [-8.1447, -0.7255, 3.2691], [-8.3903, 0.6635, 5.3305], [-6.3712, 1.1816, 6.7110], [-4.1475, 0.2191, 6.0701], [1.9355, 2.7072, 1.3708], [2.3641, 1.5367, 2.6629], [4.8164, 1.9540, 2.8146], [7.0308, 1.2916, 1.8316], [7.1486, 0.4497, -0.5160], [5.0564, 0.4118, -1.9078], [2.9241, 1.1771, -0.9609], [0.6101, -1.1050, -1.0304], [0.9860, -0.8546, -2.3294], [0.5047, 0.2218, -3.0661], [0.9699, 0.3970, -4.4405], [0.6253, 1.7471, -5.0402], [-0.8627, 2.0400, -4.9150], [-1.2971, 1.9699, -3.4549], [-0.7642, 0.7685, -2.6464], [1.9840, -1.7208, -3.0369], [2.2293, -3.0489, -2.3032], [2.4715, -2.8334, -0.8047], [1.3715, -1.9912, -0.1278], [-0.3747, -0.7548, -0.7442], [0.5534, -0.3989, -5.0876], [2.0661, 0.2861, -4.4715], [0.9317, 1.7464, -6.0887], [1.2086, 2.5260, -4.5366], [-1.0689, 3.0419, -5.3053], [-1.4321, 1.3256, -5.5221], [-0.9768, 2.8880, -2.9460], [-2.3894, 1.9491, -3.3934], [-1.5469, -0.0123, -2.6541], [-0.6766, 1.0914, -1.6042], [1.6547, -1.9485, -4.0605], [2.9440, -1.1833, -3.1039], [3.1095, -3.5244, -2.7480], [1.3780, -3.7290, -2.4624], [3.4342, -2.3099, -0.6805], [2.5769, -3.7925, -0.2748], [1.8888, -1.4202, 0.6657], [0.6626, -2.6301, 0.4248]],
  "forces_ev_per_angstrom": [[0.2, -0.7, -1.1], [1.2, -0.2, 0.4], [-3.6, 5.1, 4.0], [0.8, -0.9, -0.9], [0.8, -1.2, 0.9], [-1.6, 0.5, -0.6], [0.8, -0.3, 0.2], [0.1, 0.0, -0.2], [-0.3, 0.3, 0.5], [-0.1, 0.0, 0.0], [0.1, 0.1, 0.3], [0.5, -0.2, -0.4], [-0.1, -0.1, 0.2], [0.0, -0.2, -0.5], [-0.1, 0.7, 0.5], [-0.5, 0.0, -0.2], [0.4, -0.1, 0.1], [-0.5, -0.3, -0.6], [0.0, 0.1, 0.3], [-0.2, 0.1, -0.3], [0.0, 0.2, 0.4], [0.5, -0.3, -0.2], [-0.2, -0.2, -0.2], [0.2, 0.3, 0.2], [-0.1, 0.3, 0.3], [0.2, 0.0, 0.2], [0.2, -0.1, -0.1], [0.0, -0.3, -0.3], [-0.3, 0.1, -0.1], [0.1, -0.3, 0.2], [0.0, 0.1, -0.2], [0.2, -0.2, -0.2], [-0.2, 0.0, -0.2], [-0.3, 0.1, 0.2], [0.2, 0.1, 0.0], [0.2, -0.1, 0.2], [1.1, -1.5, -2.5], [0.1, 1.3, 0.2], [0.3, -0.5, 0.0], [0.1, -0.4, -0.3], [-0.1, 0.1, 0.2], [0.1, 0.0, 0.0], [0.2, 0.2, 0.3], [-0.8, 0.4, 0.0], [0.7, -0.6, 0.5], [0.0, -0.1, 0.2], [0.2, 0.1, -0.2], [0.4, -1.2, 0.8], [0.0, -0.5, -1.0], [0.0, 0.2, 0.0], [-0.4, 0.0, 0.1], [0.0, 0.0, 0.0], [-0.1, 0.0, 0.0], [-0.1, -0.2, 0.0], [0.1, 0.0, 0.0], [0.0, -0.1, -0.2], [0.1, 0.0, 0.1], [0.3, -0.1, 0.0], [0.0, -0.1, -0.1], [0.1, 0.2, 0.3], [-0.1, -0.1, -0.1], [-0.1, -0.1, 0.0], [0.1, 0.2, 0.1], [-0.2, -0.1, -0.1], [0.0, 0.3, -0.2], [-0.4, -0.1, -0.5], [0.2, 0.0, -0.2]],
  "lowdin_charge": [0.10, -0.53, 0.01, 0.18, -0.51, 0.11, 0.02, -0.10, -0.20, -0.04, -0.08, -0.09, -0.09, -0.03, -0.04, -0.09, -0.20, -0.03, -0.09, -0.09, -0.08, -0.03, 0.13, 0.14, 0.12, 0.10, 0.10, 0.10, 0.11, 0.14, 0.14, 0.11, 0.10, 0.10, 0.09, 0.11, -0.05, -0.19, -0.07, -0.18, -0.19, -0.21, -0.17, -0.15, -0.14, -0.19, -0.18, -0.18, 0.05, 0.13, 0.12, 0.11, 0.12, 0.11, 0.11, 0.11, 0.11, 0.14, 0.12, 0.12, 0.12, 0.11, 0.12, 0.11, 0.11, 0.11, 0.12]
}

=====

One value per record, in order, for relative energy (zero: lowest compared OMol25 entry of this formula, charge and spin): 8.7 158.7 kcal per mole.